37
Properties=species:S:1:pos:R:3:mulliken_charge:R:1 method="wB97M-V/def2-TZVPD" spin_multiplicity=5 homo_energy_ev="-8.14 / -9.13" relative_energy_kj_mol=0.00 charge=0 gap_ev="7.8006 / 7.3003" largest_force_ev_per_a=0.41
Ir 0.87 1.93 -0.20 1.632
C -0.27 -5.10 0.15 -1.429
C 0.53 -3.85 -0.09 0.850
C 1.89 -3.80 0.18 -0.615
C 2.62 -2.65 -0.04 -0.473
C 1.98 -1.52 -0.55 0.396
C 0.63 -1.56 -0.85 -0.583
C -0.09 -2.72 -0.62 -0.798
S 2.91 -0.02 -0.69 1.276
O 2.30 0.76 -1.78 -0.786
O 4.29 -0.37 -0.77 -0.731
N 2.52 0.89 0.58 -0.565
C 2.35 0.32 1.90 -0.400
C 0.88 0.37 2.34 0.647
O 0.48 -0.23 3.30 -0.645
O 0.09 1.10 1.56 -0.815
H 0.24 -5.77 0.84 0.361
H -0.42 -5.65 -0.79 0.303
H -1.25 -4.87 0.56 0.362
H 2.38 -4.68 0.59 0.358
H 3.68 -2.61 0.17 0.476
H 0.14 -0.69 -1.27 0.475
H -1.15 -2.74 -0.85 0.402
H 2.94 0.90 2.62 0.393
H 2.70 -0.71 1.97 0.200
O -1.04 1.70 -1.13 -0.843
N -1.92 2.68 -0.90 0.411
C -3.22 2.38 -1.11 -0.220
C -4.18 3.33 -0.91 -0.698
C -3.80 4.60 -0.48 -0.124
C -2.47 4.87 -0.26 -0.702
C -1.50 3.89 -0.48 0.590
S 0.19 4.17 -0.24 -0.349
H -3.39 1.37 -1.44 0.467
H -5.22 3.07 -1.09 0.396
H -4.55 5.37 -0.31 0.386
H -2.14 5.84 0.08 0.394